1.
DFT (ωB97M-V/def2-TZVPD) results for a structure of composition C25H20MoN4OS2.

```
! RIJCOSX wB97M-V def2-TZVPD def2/J DEFGRID3
* xyz 3 4
Mo 0.038 0.128 0.105
S -0.075 -3.221 4.879
C -0.122 -3.794 6.475
C -0.163 -2.781 7.386
C -0.159 -1.512 6.771
C -0.115 -1.575 5.398
C -0.110 -0.475 4.453
C -0.088 -0.722 3.072
N -0.087 0.253 2.157
C -0.113 1.556 2.554
C -0.119 1.903 3.903
C -0.120 3.308 4.240
C -0.106 4.259 3.284
C -0.101 3.912 1.881
C -0.087 4.841 0.837
C -0.081 4.444 -0.505
C -0.089 3.057 -0.740
N -0.117 2.155 0.247
C -0.119 2.560 1.547
C -0.066 5.372 -1.613
C -0.048 5.093 -2.963
C -0.047 6.244 -3.770
C -0.065 7.387 -3.023
S -0.080 7.078 -1.359
C -0.122 0.867 4.842
H -0.119 -4.856 6.670
H -0.200 -2.942 8.453
H -0.197 -0.590 7.338
H -0.077 -1.739 2.697
H -0.134 3.586 5.287
H -0.109 5.308 3.554
H -0.081 5.898 1.083
H -0.081 2.670 -1.751
H -0.035 4.093 -3.379
H -0.036 6.239 -4.849
H -0.071 8.405 -3.384
H -0.135 1.120 5.896
O 1.998 -0.104 -0.268
N 2.841 0.145 0.795
C 3.283 -0.900 1.517
C 4.105 -0.678 2.598
C 4.481 0.622 2.914
C 4.037 1.673 2.119
C 3.218 1.411 1.046
H 2.984 -1.877 1.168
H 4.465 -1.525 3.166
H 5.137 0.811 3.755
H 4.347 2.692 2.306
H 2.883 2.155 0.338
N -2.228 0.009 0.016
H -2.626 0.722 -0.596
H -2.701 0.125 0.912
H -2.572 -0.879 -0.356
*
```

## Properties
Gap between HOMO and LUMO (alpha / beta), eV: 5.57 / 4.99
Relative energy (zero: lowest compared OMol25 entry of this formula, charge and spin), kJ/mol: 27.0
HOMO level (alpha / beta), eV: -15.7 / -15.7
E_tot, eV: -57757.0953



2.
DFT (ωB97M-V/def2-TZVPD) results for a structure of composition C21H43N2P3SW at a distorted geometry.

```
! RIJCOSX wB97M-V def2-TZVPD def2/J DEFGRID3
* xyz 4 3
W -1.140 -0.448 0.125
P 0.570 -1.306 1.679
P -0.255 1.819 0.910
P -0.786 -2.400 -1.200
H 0.282 1.557 -2.751
C 0.105 0.480 -2.491
C -1.171 0.529 -1.622
H -1.523 1.572 -1.494
C 2.353 -1.307 1.289
C 0.592 -0.631 3.411
C 0.328 -3.067 2.160
C -0.681 3.392 0.044
C -1.105 2.193 2.502
C 1.524 2.181 1.297
C -1.320 -2.382 -2.965
C -1.913 -3.675 -0.524
C 0.797 -3.305 -1.350
H -0.179 -0.064 -3.438
H -1.988 -0.038 -2.136
H 2.840 -1.726 2.181
H 2.745 -0.299 1.115
H 2.557 -1.951 0.426
H 1.243 -1.331 3.969
H -0.419 -0.643 3.852
H 1.017 0.382 3.464
H 1.058 -3.234 2.969
H 0.541 -3.750 1.333
H -0.686 -3.242 2.542
H -0.016 4.200 0.388
H -1.709 3.688 0.274
H -0.594 3.325 -1.048
H -0.417 2.775 3.138
H -1.425 1.289 3.033
H -1.990 2.802 2.276
H 1.570 3.195 1.734
H 2.140 2.165 0.384
H 1.933 1.474 2.032
H -1.223 -3.420 -3.312
H -0.660 -1.753 -3.578
H -2.368 -2.047 -3.056
H -1.820 -4.540 -1.202
H -2.952 -3.316 -0.518
H -1.616 -3.967 0.492
H 0.583 -4.143 -2.031
H 1.137 -3.695 -0.384
H 1.572 -2.663 -1.786
C 3.070 1.409 -2.511
C 4.388 0.995 -2.297
C 5.409 1.922 -2.289
C 5.045 3.271 -2.335
C 3.703 3.675 -2.280
C 2.666 2.711 -2.218
S 2.094 -0.105 -2.276
H 2.712 -0.176 -1.068
H 4.576 -0.072 -2.159
H 6.442 1.582 -2.290
H 5.839 4.000 -2.393
H 3.459 4.731 -2.297
H 1.614 2.932 -1.990
C -3.278 -1.635 2.242
C -3.797 -0.498 1.433
N -3.122 0.121 0.484
C -3.875 1.215 0.026
C -5.043 1.226 0.747
N -4.955 0.155 1.631
H -2.426 -1.334 2.882
H -2.957 -2.481 1.606
H -4.067 -2.017 2.911
H -3.491 1.933 -0.680
H -5.868 1.900 0.664
H -5.666 -0.136 2.324
*
```

## Properties
Gap between HOMO and LUMO (alpha / beta), eV: 5.83 / 5.95
HOMO level (alpha / beta), eV: -19.7 / -19.7
E_tot, eV: -65938.7150



What did the second record say?
DFT (ωB97M-V/def2-TZVPD) results for a structure of composition C21H43N2P3SW at a distorted geometry.

```
! RIJCOSX wB97M-V def2-TZVPD def2/J DEFGRID3
* xyz 4 3
W -1.140 -0.448 0.125
P 0.570 -1.306 1.679
P -0.255 1.819 0.910
P -0.786 -2.400 -1.200
H 0.282 1.557 -2.751
C 0.105 0.480 -2.491
C -1.171 0.529 -1.622
H -1.523 1.572 -1.494
C 2.353 -1.307 1.289
C 0.592 -0.631 3.411
C 0.328 -3.067 2.160
C -0.681 3.392 0.044
C -1.105 2.193 2.502
C 1.524 2.181 1.297
C -1.320 -2.382 -2.965
C -1.913 -3.675 -0.524
C 0.797 -3.305 -1.350
H -0.179 -0.064 -3.438
H -1.988 -0.038 -2.136
H 2.840 -1.726 2.181
H 2.745 -0.299 1.115
H 2.557 -1.951 0.426
H 1.243 -1.331 3.969
H -0.419 -0.643 3.852
H 1.017 0.382 3.464
H 1.058 -3.234 2.969
H 0.541 -3.750 1.333
H -0.686 -3.242 2.542
H -0.016 4.200 0.388
H -1.709 3.688 0.274
H -0.594 3.325 -1.048
H -0.417 2.775 3.138
H -1.425 1.289 3.033
H -1.990 2.802 2.276
H 1.570 3.195 1.734
H 2.140 2.165 0.384
H 1.933 1.474 2.032
H -1.223 -3.420 -3.312
H -0.660 -1.753 -3.578
H -2.368 -2.047 -3.056
H -1.820 -4.540 -1.202
H -2.952 -3.316 -0.518
H -1.616 -3.967 0.492
H 0.583 -4.143 -2.031
H 1.137 -3.695 -0.384
H 1.572 -2.663 -1.786
C 3.070 1.409 -2.511
C 4.388 0.995 -2.297
C 5.409 1.922 -2.289
C 5.045 3.271 -2.335
C 3.703 3.675 -2.280
C 2.666 2.711 -2.218
S 2.094 -0.105 -2.276
H 2.712 -0.176 -1.068
H 4.576 -0.072 -2.159
H 6.442 1.582 -2.290
H 5.839 4.000 -2.393
H 3.459 4.731 -2.297
H 1.614 2.932 -1.990
C -3.278 -1.635 2.242
C -3.797 -0.498 1.433
N -3.122 0.121 0.484
C -3.875 1.215 0.026
C -5.043 1.226 0.747
N -4.955 0.155 1.631
H -2.426 -1.334 2.882
H -2.957 -2.481 1.606
H -4.067 -2.017 2.911
H -3.491 1.933 -0.680
H -5.868 1.900 0.664
H -5.666 -0.136 2.324
*
```

## Properties
Gap between HOMO and LUMO (alpha / beta), eV: 5.83 / 5.95
HOMO level (alpha / beta), eV: -19.7 / -19.7
E_tot, eV: -65938.7150